Entry P
The following is a DFT calculation (ωB97M-V/def2-TZVPD) of a single C4H4O2S2 molecule.

## Properties
LUMO, eV: -1.50
SMILES: C=CSC(=S)C(=O)O

ORCA input file:
```
! RIJCOSX wB97M-V def2-TZVPD def2/J DEFGRID3
* xyz 0 1
C 0.89571 0.21294 -3.35676
C 0.12948 -0.41492 -2.29260
S -0.70221 0.40199 -1.15602
C 0.01171 -0.27535 0.39890
S 1.38775 -0.98641 0.75342
C -0.75445 0.21641 1.55607
O -1.79750 0.77777 1.48691
O -0.02042 0.51022 2.85712
H 0.86313 1.34540 -3.25409
H 1.21148 -0.48266 -4.20401
H 0.13814 -1.50127 -2.14260
H -0.33268 1.25073 3.45635
*
```



Entry Q
The following is a DFT calculation (ωB97M-V/def2-TZVPD) of a molecular structure, C4H4O2S2.

## Properties
LUMO, eV: -1.66

ORCA input file:
```
! RIJCOSX wB97M-V def2-TZVPD def2/J DEFGRID3
* xyz 0 1
C 0.19122 1.22604 -0.16832
C -2.01449 0.37838 0.72615
C -1.97604 -0.79966 -0.22983
C 0.60893 -0.14550 0.08171
H -1.43849 0.11987 1.71506
H -2.92353 0.89820 1.28141
H -2.22135 -0.35230 -1.26171
H -2.76316 -1.40559 -0.13461
O 0.90019 2.16600 -0.39759
O -1.25212 1.40127 -0.10032
S -0.30773 -1.52328 -0.26764
S 2.26425 -0.46133 0.26294
*
```



Entry R
The following is a DFT calculation (ωB97M-V/def2-TZVPD) of a single C4H4O2S2 molecule.

## Properties
LUMO, eV: -0.50
SMILES: S=CO/C=C\OC=S

ORCA input file:
```
! RIJCOSX wB97M-V def2-TZVPD def2/J DEFGRID3
* xyz 0 1
S 2.86431 -1.96598 0.11495
C 1.76965 -0.75813 0.30957
O 1.30135 0.06957 -0.74119
C 0.62171 1.09646 -0.33906
C -0.63434 1.18234 0.22699
O -1.47824 0.10370 0.72485
C -1.77567 -0.78633 -0.26229
S -2.29859 -2.31853 -0.13122
H 1.28299 -0.47316 1.23819
H 1.10210 2.00293 -0.67827
H -1.03272 2.03619 0.78211
H -1.72255 -0.18905 -1.24463
*
```



Which one sits at the top of the stability order? entry Q does.



Entry P
The following is a DFT calculation (ωB97M-V/def2-TZVPD) of 2 unconnected molecules or ions with the total composition C9H18N2O.

## Properties
LUMO, eV: 0.84
SMILES: CO/C(C)=N/N.C=CCC(=C)C

ORCA input file:
```
! RIJCOSX wB97M-V def2-TZVPD def2/J DEFGRID3
* xyz 0 1
C 4.71079 -1.69394 0.44993
O 4.47224 -0.31672 0.20822
C 3.27715 0.12193 -0.24683
C 3.00514 1.54640 0.22305
N 2.45043 -0.63868 -0.84136
N 1.27588 -0.02237 -1.23433
H 4.09203 -2.08269 1.26534
H 5.78110 -1.72518 0.72701
H 4.56162 -2.28357 -0.45527
H 3.83837 2.21442 -0.17902
H 3.02439 1.61185 1.31413
H 1.98970 1.84209 -0.03221
H 1.39480 0.76912 -1.85091
H 0.72578 -0.74410 -1.72261
C -4.74869 -1.77787 0.10697
C -4.04668 -0.71702 -0.32949
C -2.52474 -0.63422 -0.23662
C -1.97884 0.66444 0.37809
C -1.36737 0.55702 1.55892
C -2.16447 1.95198 -0.38868
H -5.83181 -1.84825 -0.00630
H -4.23415 -2.56649 0.63026
H -4.53841 0.09130 -0.85771
H -2.07930 -0.69046 -1.24755
H -2.14962 -1.49298 0.37223
H -1.27977 -0.39570 2.07347
H -0.96158 1.44082 2.05161
H -3.16030 2.35991 -0.16371
H -2.13899 1.80569 -1.47647
H -1.39470 2.65328 -0.09014
*
```



Entry Q
The following is a DFT calculation (ωB97M-V/def2-TZVPD) of a single C9H18N2O molecule.

## Properties
LUMO, eV: 0.67
SMILES: CC(C)(C)C1CCN(N=O)CC1

ORCA input file:
```
! RIJCOSX wB97M-V def2-TZVPD def2/J DEFGRID3
* xyz 0 1
C -2.90208 -0.24862 1.22524
C -2.29358 0.21104 -0.17852
C -2.71216 -0.69541 -1.09543
C -2.45013 1.58363 -0.60452
C -0.59951 0.15527 -0.11995
C 0.56244 1.34332 0.69267
C 1.84236 0.42160 1.26709
N 2.12356 -0.49504 0.12216
N 2.90415 -0.15205 -0.79054
O 3.34089 0.93526 -0.73639
C 1.30650 -1.64157 -0.06638
C -0.13802 -1.29357 0.26871
H -2.33352 0.15057 2.04526
H -2.89003 -1.38974 1.41452
H -3.97301 -0.16143 1.12402
H -2.34181 -0.73586 -2.08290
H -2.57458 -1.80009 -0.57667
H -3.92276 -0.78873 -1.54587
H -1.80516 1.80908 -1.51411
H -3.49197 1.63296 -0.83854
H -2.08233 2.30431 0.14479
H 0.11989 0.19136 -1.05876
H 1.14017 2.01564 -0.15125
H 0.11811 2.09880 1.48278
H 2.65160 1.00755 1.33273
H 1.42146 -0.29532 2.07822
H 1.60235 -2.11997 -1.12913
H 1.83320 -2.31360 0.69272
H -0.40834 -1.64719 1.25698
H -0.67915 -1.92487 -0.43847
*
```



Which one sits at the top of the stability order? entry P does.



Entry P
The following is a DFT calculation (ωB97M-V/def2-TZVPD) of a gas-phase ion, C5H12NO (charge +2).

## Properties
LUMO (spin up / spin down), eV: -9.44 / -14.48
Expectation value of S²: 0.754

ORCA input file:
```
! RIJCOSX wB97M-V def2-TZVPD def2/J DEFGRID3
* xyz 2 2
C -0.78942 1.78390 0.35005
O 0.58906 1.85950 0.22762
C -1.34636 0.38513 0.44979
C -1.22799 -0.59794 -0.79849
C 0.24380 -0.95662 -1.14674
C 1.38964 -1.78276 0.94877
N 1.23013 -0.97366 -0.04789
H -1.04179 2.27532 1.32222
H -1.38173 2.27908 -0.45292
H 0.77736 2.82973 0.26068
H -2.40315 0.59402 0.67864
H -1.03062 -0.19437 1.32433
H -1.79540 -1.48870 -0.53369
H -1.77764 -0.13526 -1.61584
H 0.33685 -1.89127 -1.70676
H 0.60596 -0.19547 -1.84234
H 2.29485 -1.65995 1.54150
H 0.62081 -2.51279 1.20752
H 1.44344 -0.03952 0.32465
*
```



Entry Q
The following is a DFT calculation (ωB97M-V/def2-TZVPD) of 2 unconnected molecules or ions with the total composition C5H12NO.

## Properties
LUMO (spin up / spin down), eV: -11.26 / -12.88
Expectation value of S²: 0.760

ORCA input file:
```
! RIJCOSX wB97M-V def2-TZVPD def2/J DEFGRID3
* xyz 2 2
C 1.88533 2.16901 0.97517
C 2.26675 1.02842 -0.12271
C 1.04299 0.74155 -1.08249
C 0.06912 -0.06541 -0.70297
N -1.36299 0.11718 -0.81434
C -2.35400 -0.74844 -0.71644
H 0.85727 2.41344 0.65128
H 2.52871 3.12984 0.85763
H 1.93747 1.83033 1.99211
H 2.42916 0.31604 0.66641
H 3.15305 1.21649 -0.77163
H 1.00543 1.31815 -2.18467
H 0.24790 -1.16823 -0.51099
H -1.95937 1.01744 -0.79866
H -2.27562 -1.69396 -0.48558
H -3.40206 -0.60783 -0.77865
H -1.71551 -4.35744 1.32013
H -2.64021 -3.22432 1.40195
O -1.71341 -3.43224 1.10445
*
```



Which one sits at the top of the stability order? entry P does.



Entry P
The following is a DFT calculation (ωB97M-V/def2-TZVPD) of a molecular structure, C15H24F6NO7PSSc.

## Properties
LUMO (spin up / spin down), eV: -6.30 / -11.64
Expectation value of S²: 0.755

ORCA input file:
```
! RIJCOSX wB97M-V def2-TZVPD def2/J DEFGRID3
* xyz 2 2
Sc 0.13818 -0.06511 -0.57598
C 0.90500 -2.54472 1.51444
O 1.12556 -1.18160 1.10094
C 2.51982 -0.83449 1.18906
C 2.61798 0.66844 1.19466
O 1.88502 1.16655 0.06182
C 2.22495 2.54458 -0.21718
H 1.17259 -2.64905 2.56506
H 1.50887 -3.22409 0.91063
H -0.14643 -2.77205 1.37699
H 3.05247 -1.24801 0.32930
H 2.94320 -1.23092 2.11181
H 3.66555 0.95896 1.11638
H 2.19652 1.08704 2.11236
H 3.30787 2.64924 -0.24257
H 1.81226 3.19676 0.55271
H 1.82052 2.80917 -1.18654
F -0.57190 2.09778 -0.79882
P -0.91519 1.88542 -2.48367
F -0.26173 3.24363 -2.80577
F 0.56434 1.09608 -2.43104
F -1.18518 1.41783 -3.92561
F -1.46969 0.31653 -1.89335
F -2.36098 2.41326 -2.18303
C -4.40193 2.52828 2.14132
C -3.32941 1.46283 2.26718
S -2.72642 0.93088 0.61184
O -1.39467 0.28826 0.84214
C -3.86377 -0.36660 0.00118
C -3.76960 -1.63681 0.83287
H -4.76289 2.77664 3.13956
H -5.26298 2.19162 1.56279
H -4.01136 3.44443 1.70015
H -3.68213 0.54194 2.73577
H -2.43313 1.82099 2.77508
H -3.56443 -0.53621 -1.03494
H -4.84910 0.10645 0.01378
H -2.73797 -1.96748 0.93460
H -4.31478 -2.41490 0.29727
H -4.22367 -1.52884 1.81631
O 1.22159 -1.41015 -1.65537
C 0.24625 -2.22913 -1.62832
O -0.73873 -1.93167 -0.87026
C 0.23745 -3.45782 -2.43551
C 1.34134 -3.82912 -3.20096
C 1.29087 -4.98152 -3.96474
C 0.13843 -5.75811 -3.98351
C -0.94509 -5.36595 -3.21557
C -0.91804 -4.23342 -2.43476
N -2.18931 -6.18891 -3.22713
O -3.08366 -5.82871 -2.48402
O -2.21193 -7.13572 -3.97648
H 2.22494 -3.20410 -3.19238
H 2.14489 -5.28045 -4.55589
H 0.07618 -6.65275 -4.58611
H -1.76865 -3.94965 -1.83587
*
```



Entry Q
The following is a DFT calculation (ωB97M-V/def2-TZVPD) of a molecular structure, C15H24F6NO7PSSc.

## Properties
LUMO (spin up / spin down), eV: -6.14 / -11.16
Expectation value of S²: 0.754

ORCA input file:
```
! RIJCOSX wB97M-V def2-TZVPD def2/J DEFGRID3
* xyz 2 2
Sc 0.80359 1.01022 0.99888
C 3.99627 0.44490 0.48545
O 2.86752 1.31118 0.19847
C 3.27420 2.68331 0.05782
C 2.14585 3.39278 -0.62485
O 0.94346 3.09569 0.12553
C 0.04737 4.22282 0.22072
H 4.77190 0.63552 -0.25325
H 3.65492 -0.57950 0.41164
H 4.36487 0.64620 1.49082
H 4.17736 2.73718 -0.55151
H 3.47925 3.10171 1.04630
H 2.00844 3.04558 -1.65002
H 2.31810 4.46885 -0.62667
H -0.17950 4.59123 -0.78019
H 0.51459 5.00797 0.81318
H -0.85426 3.89125 0.72453
F 1.63117 1.63878 2.70391
P 0.19427 1.65556 3.81345
F 0.89169 0.49843 4.57435
F -0.38128 2.67795 2.67984
F -0.36658 0.45734 2.65601
F -1.15458 1.58596 4.56494
F 0.85430 2.80428 4.60831
C -4.64149 1.74093 -1.78850
C -3.73551 1.72212 -0.56793
S -2.13889 0.96341 -0.93109
O -1.20050 1.19399 0.17569
C -2.28229 -0.76823 -1.40101
C -2.70360 -1.61065 -0.19755
H -5.56744 2.22951 -1.48488
H -4.90101 0.74041 -2.13070
H -4.21295 2.31375 -2.60864
H -4.10808 1.10861 0.26069
H -3.46017 2.70815 -0.18948
H -1.28955 -1.01014 -1.78313
H -3.00358 -0.74852 -2.22244
H -2.02595 -1.48762 0.64598
H -2.64319 -2.64859 -0.53078
H -3.72750 -1.41268 0.11332
O 1.42157 -0.90248 1.26842
C 1.05296 -1.31747 0.11618
O 0.69090 -0.43105 -0.72541
C 0.98222 -2.74774 -0.20127
C 1.28118 -3.71504 0.75939
C 1.16132 -5.05882 0.44065
C 0.72913 -5.44284 -0.82274
C 0.42202 -4.46052 -1.74815
C 0.56022 -3.11936 -1.47310
N -0.10154 -4.84089 -3.07424
O -0.59299 -3.94615 -3.74019
O 0.05468 -5.98111 -3.43036
H 1.60524 -3.40788 1.74481
H 1.39638 -5.81293 1.17833
H 0.62126 -6.48344 -1.09621
H 0.35417 -2.39190 -2.24331
*
```



Which one sits at the top of the stability order? entry P does.



Entry P
The following is a DFT calculation (ωB97M-V/def2-TZVPD) of a molecular structure, C7H12N.

## Properties
LUMO (spin up / spin down), eV: -4.89 / -5.09

ORCA input file:
```
! RIJCOSX wB97M-V def2-TZVPD def2/J DEFGRID3
* xyz 1 1
C 0.14255 1.72587 -2.66247
C 0.25870 1.10359 -1.47429
C 1.09595 -0.84182 2.85490
C 1.89146 -1.43476 1.69516
C -0.52618 -0.72752 0.69378
C -0.88540 0.76518 -0.65539
C 0.55173 -1.02949 1.51188
N -2.14409 0.45967 -1.41551
H 1.07904 2.12037 -3.05803
H -0.83188 1.74225 -3.08202
H 1.26663 1.08155 -0.88433
H 0.80118 -1.39297 3.60717
H 1.23659 0.14771 3.37362
H 2.77310 -0.79384 1.34367
H 2.32624 -2.40101 1.85593
H -1.49219 -0.40538 1.14176
H -0.70842 -1.37373 -0.15894
H -2.66063 -0.04359 -0.73417
H -1.87591 -0.13487 -2.14814
H -2.29848 1.43277 -1.80460
*
```



Entry Q
The following is a DFT calculation (ωB97M-V/def2-TZVPD) of a gas-phase ion, C7H12N (charge +1).

## Properties
LUMO, eV: -3.59
SMILES: C#C[C@@H]([NH3+])C1(C)CC1

ORCA input file:
```
! RIJCOSX wB97M-V def2-TZVPD def2/J DEFGRID3
* xyz 1 1
C -3.01504 -0.70438 -0.50553
C -1.85780 -0.30774 -0.57124
C -0.60049 0.39134 -0.72259
N -0.75687 1.88681 -0.21106
C 0.51673 -0.30530 0.08083
C 0.13716 -0.67748 1.55514
C 1.91105 0.21646 -0.11247
C 1.45179 -1.21095 -0.67522
H -3.79085 -1.30503 -0.22916
H -0.26512 0.30519 -1.74114
H -1.36189 1.76431 0.58282
H -1.11193 2.31885 -1.08204
H 0.22962 2.24534 -0.07397
H -0.64459 -1.36436 1.58918
H 0.13236 0.19695 2.23121
H 1.12643 -1.24524 1.88267
H 2.47754 0.13956 0.73625
H 2.34346 0.96847 -0.77602
H 1.40352 -1.25963 -1.77949
H 1.67492 -2.05316 -0.17817
*
```



Which one sits at the top of the stability order? entry Q does.